ORCA calculation (ωB97M-V/def2-TZVPD) on a cluster of 2 separate species, C6H20Si3 in total.

Geometry as XYZ:
```
29
Properties=species:S:1:pos:R:3
C 2.466 1.889 0.788
C 0.497 -2.167 -0.312
C -2.614 -0.461 1.871
C 3.062 1.504 -0.638
C 1.872 -1.522 -0.273
C -2.073 0.838 1.372
Si -2.585 -0.584 -1.930
Si 1.880 0.237 -1.279
Si -1.624 0.944 -0.450
H 1.432 2.238 0.655
H 2.424 0.881 1.160
H 3.032 2.667 1.324
H -0.292 -1.540 0.078
H 0.312 -2.242 -1.389
H 0.489 -3.040 0.287
H -3.069 -0.248 2.869
H -3.361 -0.859 1.170
H -1.970 -1.282 2.154
H 3.990 1.141 -0.376
H 3.172 2.352 -1.348
H 2.591 -2.071 -0.772
H 2.364 -1.329 0.794
H -1.187 1.250 2.061
H -2.979 1.495 1.649
H -2.378 -0.251 -3.286
H -4.021 -0.580 -1.299
H -2.227 -1.947 -1.581
H 2.429 0.198 -2.654
H -1.632 2.488 -0.644
```

Energy relative to the best compared isomer or geometry (same formula, charge and spin): 388.7 kJ/mol
Total energy: -30174.1049 eV
E_HOMO (alpha / beta): -7.0599 / -6.9336 eV

Löwdin population analysis, charges in e, atoms 1 to 6: -0.184, -0.228, -0.243, -0.424, -0.369, -0.514

=====

ORCA calculation (ωB97M-V/def2-TZVPD) on a structure of composition C6H21CdNO6.

Geometry as XYZ:
```
35
Properties=species:S:1:pos:R:3
Cd -0.409 0.501 -0.121
O -1.160 4.909 -1.633
C -2.174 4.376 -1.012
C -1.915 2.976 -0.390
O -0.915 2.254 -1.039
H -3.093 4.231 -1.675
H -2.592 4.984 -0.147
H -2.885 2.419 -0.415
H -1.665 3.089 0.704
C 2.796 -2.298 -1.667
C 1.500 -1.793 -1.033
C 1.394 -2.326 0.373
O 0.289 -1.796 1.065
C 0.340 -2.024 2.452
N 1.488 -0.278 -1.000
H 3.668 -1.971 -1.095
H 2.892 -1.941 -2.691
H 2.828 -3.389 -1.697
H 0.661 -2.055 -1.675
H 2.334 -2.115 0.913
H 1.394 -3.428 0.347
H -0.191 -1.231 2.976
H 1.369 -2.037 2.825
H -0.135 -2.976 2.713
H 2.301 -0.014 -0.445
H 1.690 -0.002 -1.958
O -1.599 -0.670 -1.603
H -1.969 -0.265 -2.396
H -1.892 -1.585 -1.590
O -2.024 0.162 1.354
H -2.873 -0.269 1.219
H -1.922 0.237 2.307
O 0.683 1.347 1.661
H 1.516 1.064 2.048
H 0.273 1.915 2.324
```

Energy relative to the best compared isomer or geometry (same formula, charge and spin): 422.1 kJ/mol
Total energy: -24896.4727 eV
E_HOMO: -3.7434 eV

Löwdin population analysis, charges in e, atoms 1 to 6: 1.351, -0.304, -0.606, -0.460, -0.456, 0.068

=====

ORCA calculation (ωB97M-V/def2-TZVPD) on a cluster of 4 separate species, C6H21NO4 in total.

Geometry as XYZ:
```
32
Properties=species:S:1:pos:R:3
C -1.123 -3.102 -0.188
C -1.057 -1.566 -0.229
C -1.913 -1.055 -1.383
C 0.401 -1.116 -0.378
C 0.625 0.339 0.024
N 0.546 0.478 1.493
C 1.920 0.914 -0.560
O 1.802 2.318 -0.880
H -0.570 -3.522 0.653
H -0.715 -3.537 -1.105
H -2.165 -3.423 -0.128
H -1.432 -1.221 0.736
H -1.878 0.034 -1.434
H -1.543 -1.453 -2.329
H -2.961 -1.311 -1.241
H 1.059 -1.765 0.204
H 0.720 -1.265 -1.414
H -0.188 0.945 -0.360
H 0.900 -0.341 1.984
H 1.031 1.303 1.819
H 2.765 0.744 0.111
H 2.159 0.464 -1.525
H 1.762 2.861 -0.094
O 1.950 -2.156 2.676
H 2.638 -2.764 2.392
H 1.281 -2.698 3.087
O -2.391 1.657 0.898
H -1.600 1.198 1.252
H -2.071 2.051 0.078
O -0.725 2.998 -1.726
H 0.195 2.725 -1.551
H -0.848 2.964 -2.697
```

Energy relative to the best compared isomer or geometry (same formula, charge and spin): 18.2 kJ/mol
Total energy: -16243.0589 eV
E_HOMO: -9.4187 eV
SMILES string: CC(C)C[C@@H](N)CO.O.O.O

Löwdin population analysis, charges in e, atoms 1 to 6: -0.082, -0.425, -0.068, -0.149, -0.370, 0.057

=====

ORCA calculation (ωB97M-V/def2-TZVPD) on a cluster of 6 separate species, C6H21NO5 in total.

Geometry as XYZ:
```
33
Properties=species:S:1:pos:R:3
C 0.619 2.660 0.106
C 0.867 1.365 0.836
C -0.085 0.592 1.366
N 0.164 -0.729 1.805
C -1.021 -1.538 2.096
C -1.957 -1.372 -0.276
C -2.074 -1.592 1.022
H 0.050 2.416 -0.787
H 0.041 3.387 0.675
H 1.561 3.141 -0.163
H 1.822 0.871 0.672
H -1.053 0.979 1.667
H 0.724 -1.204 1.105
H -1.431 -1.158 3.035
H -0.668 -2.560 2.271
H -0.987 -1.165 -0.717
H -2.800 -1.292 -0.941
H -3.066 -1.801 1.428
H 2.633 -2.457 -0.846
H 2.128 -1.021 -0.550
O 2.068 -1.940 -0.257
H 0.493 -1.929 -2.375
H 1.382 -1.514 -3.507
O 1.007 -1.164 -2.682
H 3.047 -0.190 2.202
H 2.865 -1.564 1.607
O 3.529 -0.867 1.705
H -2.499 2.800 -1.191
H -2.915 2.548 0.301
O -2.271 2.340 -0.376
H -1.108 0.904 -2.581
H -0.208 1.856 -3.177
O -0.857 1.197 -3.471
```

Energy relative to the best compared isomer or geometry (same formula, charge and spin): 149.5 kJ/mol
Net charge: -1
Total energy: -18287.7213 eV
E_HOMO (alpha / beta): 0.7218 / -5.0797 eV
Multiplicity: 2
<S²>: 0.75

Löwdin population analysis, charges in e, atoms 1 to 6: -0.153, -0.174, -0.189, -0.045, -0.244, -0.046